No. 1
Here is a molecular structure, C22H34BrO12PdS4 from OMol25. Energies are from ωB97M-V/def2-TZVPD.

Geometry as XYZ:
```
74
Properties=species:S:1:pos:R:3:mulliken_spin:R:1
Pd -0.45 0.95 -0.04 1.6034
Br -1.73 3.23 -0.15 0.1180
C 2.41 -2.25 0.08 0.0057
C 1.72 -1.10 -0.01 -0.0399
C 2.43 0.17 -0.50 -0.0031
O 1.73 1.25 -0.43 0.1237
C 3.76 0.14 -0.79 0.0116
C 4.53 -1.08 -0.74 0.0031
C 3.82 -2.34 -0.20 0.0031
O 4.46 -3.36 -0.06 -0.0028
O 5.68 -1.17 -1.10 -0.0011
O 0.47 -0.96 0.24 0.1180
H 1.90 -3.13 0.47 0.0009
H 4.29 1.01 -1.17 -0.0001
C 2.53 2.06 -5.18 0.0003
C 1.19 2.26 -5.90 0.0000
C 0.06 1.51 -5.20 0.0009
S 0.74 0.92 -3.65 -0.0067
O 1.09 -0.47 -3.81 0.0005
O -0.10 1.35 -2.57 0.0088
C 2.25 1.84 -3.70 0.0012
H 3.16 2.93 -5.36 0.0000
H 2.99 1.13 -5.52 0.0000
H 1.29 2.04 -6.96 0.0000
H 0.91 3.32 -5.90 0.0000
H -0.36 0.64 -5.71 0.0000
H -0.76 2.18 -4.97 0.0002
H 2.99 1.24 -3.17 -0.0010
H 2.15 2.76 -3.13 0.0006
C 3.44 0.85 3.85 0.0007
C 2.91 -0.27 2.97 0.0013
C 1.45 -0.44 3.32 -0.0036
S 0.85 1.24 3.32 0.0043
O -0.13 1.43 4.36 0.0012
O 0.59 1.64 1.96 0.0228
C 2.40 1.99 3.86 0.0036
H 4.43 1.15 3.54 0.0003
H 3.56 0.51 4.89 0.0001
H 3.45 -1.21 3.09 0.0001
H 3.01 0.05 1.93 -0.0009
H 1.25 -0.79 4.34 -0.0004
H 0.85 -1.04 2.64 0.0014
H 2.21 2.30 4.88 0.0006
H 2.60 2.84 3.21 0.0000
C -0.62 -3.64 -1.37 -0.0002
C -1.90 -4.05 -0.63 0.0001
C -2.74 -2.78 -0.46 -0.0012
S -2.33 -1.75 -1.89 0.0061
O -1.76 -0.52 -1.42 0.0014
O -3.46 -1.71 -2.79 0.0020
C -1.06 -2.80 -2.55 -0.0004
H -0.02 -4.50 -1.67 0.0002
H -0.07 -3.00 -0.68 0.0019
H -1.64 -4.48 0.34 -0.0001
H -2.43 -4.83 -1.19 0.0000
H -2.34 -2.22 0.38 0.0007
H -3.81 -2.96 -0.49 0.0000
H -0.27 -2.23 -3.03 0.0002
H -1.56 -3.40 -3.32 0.0001
C -5.43 1.34 2.75 0.0001
C -4.55 2.03 3.81 -0.0003
C -3.11 1.99 3.32 -0.0019
S -2.95 0.31 2.72 0.0037
O -2.80 -0.60 3.84 0.0033
O -2.06 0.19 1.60 0.0058
C -4.64 0.21 2.12 0.0004
H -5.77 2.04 1.98 0.0002
H -6.36 1.03 3.23 0.0000
H -4.62 1.55 4.78 0.0001
H -4.89 3.07 3.91 0.0000
H -2.36 2.13 4.09 0.0001
H -2.92 2.62 2.45 0.0008
H -5.04 -0.80 2.10 0.0002
H -4.52 0.43 1.05 -0.0002
```

## Properties
Total charge   -1
LUMO (alpha / beta)   0.082 / 0.076 Ha
2S+1   3
Gap between HOMO and LUMO (alpha / beta)   6.8641 / 6.6877 eV

=====

No. 2
Here is a molecular structure, C22H34Cl2N5O4Sc from OMol25. Energies are from ωB97M-V/def2-TZVPD.

Geometry as XYZ:
```
68
Properties=species:S:1:pos:R:3:nbo_charge:R:1
O 1.06 1.24 -1.77 -0.7937
C 0.83 1.33 -2.99 0.1926
C 1.49 2.22 -3.96 -0.1654
C 2.08 3.41 -3.53 -0.2364
H 2.14 3.61 -2.46 0.2098
C 2.57 4.34 -4.46 -0.2137
H 2.99 5.29 -4.09 0.1956
C 2.55 4.07 -5.83 -0.2978
H 3.02 4.79 -6.53 0.1972
C 1.96 2.87 -6.28 -0.2256
H 1.92 2.69 -7.36 0.1983
C 1.47 1.95 -5.36 -0.2282
H 1.07 0.99 -5.70 0.1954
H 0.10 0.66 -3.46 0.0917
C -2.91 0.69 -2.99 -0.6920
C -2.42 -0.66 -2.55 0.0079
H -4.01 0.68 -3.08 0.2149
H -2.45 1.02 -3.93 0.2400
H -2.62 1.48 -2.25 0.2673
C -3.10 -1.37 -1.62 -0.2208
C -4.47 -1.04 -1.07 -0.6427
H -2.68 -2.31 -1.28 0.1927
H -5.06 -0.48 -1.80 0.2174
H -4.43 -0.48 -0.12 0.2084
H -5.03 -1.96 -0.84 0.2114
Sc -0.12 0.62 0.73 1.7593
Cl -1.44 2.18 -0.40 -0.5423
Cl -1.01 -1.42 -3.26 -0.0022
C -2.61 0.62 2.54 0.5758
O -1.72 -0.04 1.90 -0.7206
N -3.11 0.27 3.71 -0.3691
C -2.77 -1.00 4.35 -0.4235
C -3.99 1.17 4.46 -0.4042
H -2.98 1.56 2.13 0.1810
H -1.94 -1.49 3.84 0.2436
H -3.64 -1.67 4.32 0.2089
H -2.53 -0.82 5.40 0.2117
H -4.10 2.09 3.86 0.2258
H -3.56 1.40 5.45 0.2150
H -4.97 0.70 4.62 0.2094
H -0.30 -4.92 1.45 0.2064
H 1.76 -5.27 0.33 0.2054
C -0.70 -4.23 0.68 -0.4223
C 1.43 -4.63 -0.50 -0.4088
N 0.42 -3.66 -0.05 -0.3789
H -1.34 -3.47 1.14 0.2396
C 0.66 -2.34 -0.19 0.5825
O -0.16 -1.41 0.10 -0.7249
H 2.30 -4.09 -0.90 0.2285
H 1.66 -2.09 -0.56 0.1859
H -1.30 -4.86 0.00 0.2137
H 1.04 -5.30 -1.28 0.2136
C 2.43 0.88 5.04 -0.4022
N 2.68 0.61 3.61 -0.4150
C 3.95 0.24 3.25 -0.1420
C 4.28 -0.04 1.97 -0.3347
C 3.31 0.14 0.97 0.3271
N 2.07 0.51 1.32 -0.7476
C 1.76 0.84 2.61 0.7861
O 0.59 1.32 2.80 -0.7493
N 3.51 -0.13 -0.35 -0.8345
H 3.13 1.67 5.35 0.2018
H 2.67 -0.02 5.64 0.1986
H 1.39 1.18 5.18 0.2288
H 4.69 0.17 4.03 0.1993
H 5.28 -0.41 1.72 0.2176
H 4.47 -0.09 -0.67 0.3893
H 2.79 0.20 -1.02 0.4429
```

## Properties
Total charge   0
LUMO (alpha / beta)   -0.007 / -0.007 Ha
Energy above the lowest of the compared OMol25 structures with the same formula, charge and spin   379.4 kJ/mol
Gap between HOMO and LUMO (alpha / beta)   3.1497 / 4.3752 eV

=====

No. 3
Here is a molecular structure, C22H34Cl4N2O3SSi2Tl from OMol25. Energies are from ωB97M-V/def2-TZVPD.

Geometry as XYZ:
```
69
Properties=species:S:1:pos:R:3:nbo_charge:R:1
Tl 0.42 0.67 0.30 0.9407
S -1.24 1.79 -1.75 -0.2725
C -2.36 0.68 -1.11 0.0603
C -3.63 0.50 -1.70 -0.2702
C -4.50 -0.40 -1.15 -0.1599
C -4.12 -1.13 -0.02 -0.3310
C -2.86 -0.90 0.49 0.0628
N -2.00 -0.03 -0.03 -0.5411
H -3.87 1.08 -2.58 0.2197
H -5.48 -0.56 -1.59 0.2036
H -4.78 -1.85 0.43 0.2087
H -2.50 -1.43 1.37 0.2012
Cl 2.27 -2.65 2.15 -0.4360
Si 2.03 -1.56 0.42 1.3365
Cl 3.62 -1.99 -0.83 -0.4383
Cl 3.51 0.23 1.44 -0.6527
C 4.61 1.32 -3.43 -0.4025
N 3.40 1.22 -2.65 -0.4330
C 3.31 2.08 -1.49 -0.4142
C 2.43 0.32 -2.89 0.7091
C 2.55 -0.53 -4.14 -0.7114
O 1.47 0.17 -2.15 -0.6474
H 5.34 1.91 -2.88 0.2121
H 4.42 1.82 -4.39 0.1856
H 5.04 0.34 -3.62 0.2052
H 3.67 3.07 -1.74 0.1833
H 3.88 1.67 -0.65 0.2419
H 2.26 2.14 -1.18 0.2265
H 3.14 -0.06 -4.93 0.2058
H 1.54 -0.72 -4.50 0.2432
H 3.00 -1.48 -3.87 0.2422
Cl -5.42 4.57 1.48 -0.0454
C -3.75 4.08 1.54 -0.0784
C -2.80 4.78 0.83 -0.2247
C -1.48 4.39 0.89 -0.2017
C -1.08 3.27 1.64 -0.0424
C 0.29 2.83 1.66 -0.7386
C -2.08 2.58 2.34 -0.1717
C -3.40 2.97 2.30 -0.2348
H -3.08 5.64 0.25 0.2137
H -0.74 4.93 0.33 0.2051
H 0.64 2.39 2.59 0.2025
H 0.99 3.55 1.26 0.2071
H -1.81 1.69 2.89 0.1997
H -4.16 2.42 2.84 0.2124
C -1.11 -2.85 -2.24 -1.1321
Si 0.18 -3.70 -1.13 1.9127
C 1.50 -4.56 -2.22 -1.1223
C -0.59 -4.92 0.13 -1.1197
O 0.91 -2.54 -0.27 -1.3428
H -1.41 -3.47 -3.08 0.2197
H -0.69 -1.92 -2.63 0.2576
H -2.00 -2.58 -1.68 0.2386
H 1.10 -5.42 -2.74 0.2178
H 2.35 -4.88 -1.63 0.2382
H 1.87 -3.86 -2.96 0.2320
H -0.91 -5.84 -0.34 0.2188
H -1.46 -4.48 0.61 0.2315
H 0.12 -5.17 0.91 0.2407
C 1.59 -0.11 4.33 -0.7579
C 0.16 -0.10 3.92 0.6317
C -0.83 0.25 5.01 -0.7226
O -0.22 -0.35 2.80 -0.5642
H 1.76 0.38 5.29 0.2031
H 2.20 0.37 3.56 0.2890
H 1.94 -1.14 4.38 0.2621
H -0.57 -0.25 5.94 0.2209
H -1.84 0.00 4.71 0.2270
H -0.77 1.33 5.18 0.2395
```

## Properties
Total charge   -1
LUMO   0.093 Ha
Gap between HOMO and LUMO   6.5457 eV

=====

Number 1: molecular weight 805.094 g mol⁻¹, strongest force on any atom 1.711 eV/Å, E_tot -164799.10147 eV. Number 2: molecular weight 548.407 g mol⁻¹, strongest force on any atom 4.033 eV/Å, E_tot -84753.56869 eV. Number 3: molecular weight 808.959 g mol⁻¹, strongest force on any atom 1.713 eV/Å, E_tot -113871.88687 eV.